1.
H3N3OS in the gas phase at a distorted geometry. Source: the OMol25 dataset; level of theory: wB97M-V/def2-TZVPD.

Geometry (Å):
N  -1.643  -0.195  0.427
S  -0.839  -0.326  -0.993
N  0.993  -0.349  -0.370
N  1.180  0.959  -0.210
O  2.260  1.414  0.127
H  -2.016  -1.125  0.782
H  -1.544  0.733  0.822
H  1.610  -1.111  -0.585

Results
**SMILES**: NSNN=O
**ΔE to the lowest compared entry with this formula, charge and spin**: 354.5 kJ/mol
**HOMO**: -0.333 hartree
**F_max**: 4.0 eV/Å
**Frontier orbital gap**: 9.60 eV

***

2.
A gas-phase ion, H3N4O2 (charge -1) at a distorted geometry. Source: the OMol25 dataset; level of theory: wB97M-V/def2-TZVPD.

Geometry (Å):
N  1.056  -1.274  1.146
N  -0.047  -0.556  1.398
N  -0.424  0.235  -0.031
O  0.380  0.132  -1.006
N  -1.413  1.001  0.027
O  -1.538  1.787  -1.143
H  0.923  -2.075  0.511
H  1.844  -0.722  0.784
H  -0.780  1.473  -1.684

Results
**SMILES**: N[N-][N+](=O)[N-]O
**ΔE to the lowest compared entry with this formula, charge and spin**: 105.9 kJ/mol
**HOMO**: -0.096 hartree
**F_max**: 1.9 eV/Å
**Frontier orbital gap**: 7.23 eV
**Charge**: -1

***

3.
2 unconnected molecules or ions with the total composition H3NO2 at a distorted geometry. Source: the OMol25 dataset; level of theory: wB97M-V/def2-TZVPD.

Geometry (Å):
N  -1.003  -0.474  0.056
O  0.000  -0.897  -0.622
H  -1.907  -0.515  -0.481
O  0.871  1.074  0.476
H  1.116  0.581  -0.347
H  0.924  0.232  0.919

Results
**SMILES**: N=O.O
**ΔE to the lowest compared entry with this formula, charge and spin**: 95.7 kJ/mol
**HOMO**: -0.382 hartree
**F_max**: 5.8 eV/Å
**Frontier orbital gap**: 9.00 eV

***

4.
2 unconnected molecules or ions with the total composition H3NO2S at a distorted geometry. Source: the OMol25 dataset; level of theory: wB97M-V/def2-TZVPD.

Geometry (Å):
N  -0.546  -0.491  0.317
O  -1.769  1.143  -1.135
O  -0.897  1.868  1.096
S  -0.787  1.098  -0.102
H  -0.631  -1.202  -0.390
H  0.109  -0.715  1.048
H  0.920  1.727  -0.845

Results
**ΔE to the lowest compared entry with this formula, charge and spin**: 231.0 kJ/mol
**HOMO**: -0.389 hartree
**F_max**: 3.6 eV/Å
**Frontier orbital gap**: 9.97 eV

***

5.
H3NO2S2 in the gas phase at a distorted geometry. Source: the OMol25 dataset; level of theory: wB97M-V/def2-TZVPD.

Geometry (Å):
N  -1.614  0.256  0.465
O  -0.055  -1.218  -0.955
O  0.974  0.710  0.046
S  2.590  0.616  -0.132
S  -0.117  -0.547  0.313
H  -1.926  0.716  1.291
H  -2.343  -0.065  -0.180
H  2.491  -0.468  -0.849

Results
**ΔE to the lowest compared entry with this formula, charge and spin**: 34.6 kJ/mol
**HOMO**: -0.325 hartree
**F_max**: 3.0 eV/Å
**Frontier orbital gap**: 9.26 eV

***

6.
H3NO2Si in the gas phase at a distorted geometry. Source: the OMol25 dataset; level of theory: wB97M-V/def2-TZVPD.

Geometry (Å):
N  0.906  0.155  -0.113
O  -1.561  0.800  -0.931
O  1.734  -0.737  -0.337
Si  -0.922  -0.118  0.084
H  1.440  1.074  -0.176
H  -0.619  0.498  1.432
H  -0.978  -1.673  0.042

Results
**ΔE to the lowest compared entry with this formula, charge and spin**: 37.8 kJ/mol
**HOMO (spin up / spin down)**: -0.360 / -0.360 hartree
**F_max**: 5.4 eV/Å
**Frontier orbital gap (spin up / spin down)**: 6.93 / 6.93 eV

***

7.
2 unconnected molecules or ions with the total composition H3NO3Si at a distorted geometry. Source: the OMol25 dataset; level of theory: wB97M-V/def2-TZVPD.

Geometry (Å):
N  1.193  0.299  0.172
O  1.738  -0.529  0.830
O  1.683  1.398  -0.123
O  -0.673  -1.251  -0.638
Si  -0.442  0.312  -0.431
H  -0.480  -2.096  -0.263
H  -0.455  1.423  -1.514
H  -2.565  0.444  1.967

Results
**ΔE to the lowest compared entry with this formula, charge and spin**: 435.3 kJ/mol
**HOMO (spin up / spin down)**: -0.404 / -0.313 hartree
**F_max**: 2.6 eV/Å
**Frontier orbital gap (spin up / spin down)**: 9.66 / 7.66 eV

***

8.
2 unconnected molecules or ions with the total composition H3NOPS at a distorted geometry. Source: the OMol25 dataset; level of theory: wB97M-V/def2-TZVPD.

Geometry (Å):
N  3.095  -0.351  0.574
O  4.082  -0.520  -0.148
P  -1.472  -0.100  0.433
S  -0.476  -1.808  0.286
H  2.333  -1.050  0.399
H  -2.644  -0.494  -0.404
H  -0.815  0.880  -0.281

Results
**ΔE to the lowest compared entry with this formula, charge and spin**: 250.7 kJ/mol
**HOMO**: -0.087 hartree
**F_max**: 2.8 eV/Å
**Frontier orbital gap**: 5.26 eV
**Charge**: -1

***

9.
2 unconnected molecules or ions with the total composition H3O2. Source: the OMol25 dataset; level of theory: wB97M-V/def2-TZVPD.

Geometry (Å):
O  0.252  -0.231  -1.251
H  0.884  -0.891  -0.950
O  -0.326  0.367  1.200
H  -0.261  -0.440  1.731
H  -0.139  0.024  -0.346

Results
**ΔE to the lowest compared entry with this formula, charge and spin**: 8.1 kJ/mol
**HOMO**: -0.106 hartree
**F_max**: 0.7 eV/Å
**Frontier orbital gap**: 8.34 eV
**Charge**: -1